(1)
Computed, not measured: a cluster of 4 separate species, C13H34BClN4O7P2 in total, with ωB97M-V/def2-TZVPD.

XYZ file:
```
62
Properties=species:S:1:pos:R:3:forces:R:3:lowdin_charge:R:1
C 0.34825 -5.56102 4.30410 0.2 0.0 -0.1 -0.120
O -0.25285 -4.38035 4.79567 -0.3 -0.2 0.1 -0.201
C -0.77802 -3.54926 3.77676 0.2 0.1 0.0 -0.250
C -1.62003 -2.47488 4.43348 0.1 0.1 0.1 -0.164
C -2.96742 -2.94214 5.04595 -0.2 0.0 0.1 -0.207
B -3.84099 -3.73630 4.03558 -0.1 0.0 -0.3 -0.455
P -5.17085 -2.68311 2.99555 0.0 -0.1 0.2 0.549
O -6.42275 -3.75586 2.84730 0.1 0.0 0.0 -0.415
Cl -4.30555 -3.04692 1.15081 0.1 0.0 0.0 0.270
P -3.66728 -5.67222 3.86466 0.0 0.0 0.3 0.459
N -2.74407 -6.40803 4.86541 -0.2 0.1 0.0 -0.136
O -3.27632 -5.97334 2.33895 0.1 0.1 -0.1 -0.180
O -5.17295 -6.26640 3.94584 0.1 0.0 0.2 -0.187
H 1.39197 -5.37288 4.02286 0.0 0.0 0.0 0.085
H 0.31594 -6.31600 5.08865 0.0 0.1 0.0 0.084
H -0.19546 -5.95304 3.43900 0.0 0.0 0.1 0.081
H 0.02636 -3.06373 3.21281 0.0 -0.1 0.0 0.110
H -1.34754 -4.15382 3.05560 0.0 0.0 0.0 0.106
H -1.02021 -2.05535 5.24592 0.0 0.1 -0.1 0.122
H -1.78610 -1.66696 3.71714 0.0 -0.1 -0.1 0.108
H -2.78625 -3.52564 5.95503 0.1 0.0 -0.1 0.101
H -3.51476 -2.03852 5.34196 0.1 0.0 0.1 0.089
H -6.99994 -3.72307 3.62013 -0.1 0.0 -0.1 0.050
H -2.20820 -5.78914 5.46162 0.1 -0.1 -0.1 -0.023
H -3.80401 -5.46430 1.70668 0.0 0.0 -0.1 0.011
H -5.15350 -6.92438 4.65670 -0.1 0.0 -0.1 0.070
C 2.26599 -0.50350 -0.78952 0.0 0.0 0.0 -0.058
N 1.26437 -0.39000 0.25017 0.0 0.1 0.0 -0.185
C 1.12096 0.88498 0.93540 0.0 0.0 0.0 -0.031
C 0.46953 -1.41148 0.60255 0.0 0.0 0.0 -0.344
O -0.38286 -1.35770 1.47351 0.0 0.0 0.0 -0.004
H 3.25864 -0.29042 -0.39341 0.0 0.0 0.0 0.083
H 2.06847 0.21152 -1.58905 0.0 0.0 0.0 0.075
H 2.25359 -1.51080 -1.20389 0.0 0.0 0.0 0.082
H 1.29772 0.76607 2.00480 0.0 0.0 0.0 0.093
H 0.11230 1.27802 0.80401 0.0 0.0 0.0 0.093
H 1.84633 1.58157 0.52088 0.0 0.0 0.0 0.071
H 0.65983 -2.32985 0.02158 0.0 0.0 0.0 0.135
C 4.96960 4.08530 -3.74662 0.0 0.0 0.0 -0.061
N 4.13221 3.37206 -2.80802 0.0 0.0 0.0 -0.192
C 2.71230 3.22427 -3.09425 0.1 0.0 0.1 -0.033
C 4.62434 2.84159 -1.67441 0.0 0.0 0.0 -0.341
O 3.96100 2.23638 -0.85176 0.0 0.0 0.0 0.000
H 4.62886 5.11575 -3.86894 0.0 0.0 0.0 0.088
H 4.96175 3.59998 -4.72497 0.0 0.0 0.0 0.089
H 5.99397 4.10231 -3.37836 0.0 0.0 0.0 0.081
H 2.10780 3.67611 -2.30917 0.0 0.0 0.0 0.098
H 2.44454 2.16963 -3.16127 0.0 0.0 0.0 0.087
H 2.48429 3.71237 -4.03613 0.0 0.0 0.0 0.067
H 5.70734 3.00891 -1.55047 0.0 0.0 0.0 0.133
C 0.35528 6.43040 -7.22092 0.0 0.0 0.0 -0.062
N 0.16623 6.05276 -5.83694 0.0 0.0 0.0 -0.199
C 0.01914 7.08683 -4.82632 0.0 0.0 0.0 -0.040
C 0.11166 4.76491 -5.44330 -0.1 0.0 0.0 -0.357
O -0.04920 4.40810 -4.29199 0.0 0.0 0.0 0.009
H 1.26446 7.02224 -7.34495 0.0 0.0 0.0 0.089
H -0.49110 7.01533 -7.58610 0.0 0.0 0.0 0.090
H 0.44158 5.53247 -7.83025 0.0 0.0 0.0 0.082
H 0.80223 7.00380 -4.07225 0.0 0.0 0.0 0.091
H -0.94138 6.99558 -4.31924 0.0 0.0 0.0 0.094
H 0.08299 8.05990 -5.30763 0.0 0.0 0.0 0.085
H 0.22773 4.05128 -6.27692 0.0 0.0 0.0 0.135
```
Forces are in eV/Å.

(2)
50
Properties=species:S:1:pos:R:3:forces:R:3:lowdin_charge:R:1 method="wB97M-V/def2-TZVPD" de_lowest_kj_mol=47.0
C -3.42891 0.03444 2.81524 0.2 0.1 -0.1 -0.101
C -2.64958 1.22994 2.28066 -0.2 0.1 0.0 -0.255
C -3.44924 2.07676 1.28989 0.1 -0.1 0.0 -0.208
C -3.83311 1.36859 -0.00989 0.2 0.2 0.1 -0.165
C -2.62693 0.98186 -0.87394 -0.6 -0.1 -0.1 -0.249
C -3.04124 0.81183 -2.34505 0.3 0.0 0.0 -0.209
C -1.86339 0.47255 -3.25164 -0.3 0.0 0.0 -0.092
C -2.04806 -0.34709 -0.40565 0.2 0.4 0.0 -0.455
O -2.74615 -1.29685 -0.11989 -0.2 -0.3 0.0 0.073
N -0.68423 -0.34815 -0.38229 0.2 0.5 -0.1 0.150
C 0.19278 -1.37641 -0.08578 0.2 -0.3 0.1 -0.143
C -0.24825 -2.66817 0.20710 -0.2 -0.1 0.0 0.006
C 0.65503 -3.68096 0.45088 0.2 0.1 0.0 -0.068
C 2.01816 -3.43185 0.39937 0.1 -0.1 0.1 -0.088
C 2.46736 -2.15233 0.14171 -0.1 0.0 0.0 -0.042
C 1.57808 -1.10150 -0.07895 -0.2 -0.3 0.0 -0.065
C 2.07408 0.28093 -0.31401 0.2 0.0 0.1 -0.404
O 1.44057 1.12449 -0.94564 -0.1 0.1 -0.1 0.040
N 3.26743 0.57314 0.23818 0.2 -0.1 0.1 0.092
C 3.91558 1.86308 0.10772 0.2 0.3 -0.1 -0.415
C 5.27093 1.69405 -0.57514 -0.3 0.1 0.0 -0.053
C 4.06133 2.51562 1.48039 -0.2 0.0 -0.3 -0.051
H -4.38734 0.35350 3.21976 -0.1 0.0 0.1 0.074
H -2.86738 -0.45613 3.60758 0.0 -0.1 0.1 0.070
H -3.60609 -0.69344 2.02881 -0.1 -0.1 0.0 0.053
H -2.36231 1.87153 3.11868 0.1 0.0 0.0 0.104
H -1.72925 0.87929 1.80921 0.1 0.1 0.1 0.093
H -4.36684 2.41048 1.78139 0.0 0.1 0.0 0.109
H -2.86735 2.96968 1.04316 -0.1 0.1 0.0 0.108
H -4.40618 0.46651 0.20704 -0.1 0.0 -0.1 0.114
H -4.47600 2.04096 -0.58326 0.0 -0.1 -0.1 0.114
H -1.86449 1.76471 -0.81298 0.0 0.0 0.0 0.148
H -3.79226 0.02158 -2.40644 -0.1 0.0 0.0 0.122
H -3.50161 1.74227 -2.68570 -0.1 0.0 0.1 0.112
H -1.06768 1.20678 -3.14192 0.1 0.1 0.0 0.076
H -2.18158 0.46501 -4.29184 0.0 0.0 -0.1 0.071
H -1.45962 -0.50914 -3.01462 0.1 -0.1 0.0 0.073
H -0.19991 0.49677 -0.69623 -0.2 -0.2 0.0 0.102
H -1.30777 -2.86084 0.22447 0.0 0.0 0.0 0.102
H 0.29506 -4.67587 0.66574 0.0 -0.1 0.0 0.107
H 2.72647 -4.23067 0.55864 0.1 -0.1 0.0 0.101
H 3.53260 -1.98002 0.07633 0.1 0.0 0.0 0.108
H 3.73234 -0.11100 0.81280 -0.2 0.0 0.0 0.134
H 3.25516 2.46704 -0.52268 0.1 -0.1 0.1 0.139
H 5.14928 1.21538 -1.54375 0.0 0.0 -0.1 0.080
H 5.93176 1.08264 0.03703 0.1 -0.1 0.1 0.077
H 5.73739 2.66374 -0.72390 0.1 0.1 0.0 0.078
H 4.50275 3.50302 1.37924 0.1 0.1 0.0 0.078
H 3.08909 2.61714 1.95634 -0.1 0.0 0.1 0.080
H 4.70291 1.91363 2.12166 0.1 0.0 0.1 0.077

Computed values of LUMO level (unit: hartree) for the preceding records, in sequence: -0.0255; 0.0233.
Computed values of total energy (unit: hartree) for the preceding records, in sequence: -2429.25026; -962.74695.
Computed values of frontier orbital gap (unit: eV) for the preceding records, in sequence: 7.7; 9.1.